No. 1
The following is a DFT calculation (ωB97M-V/def2-TZVPD) of an isolated molecule of C5H6BrFO.

Structure (XYZ):
```
14
Properties=species:S:1:pos:R:3:forces:R:3:nbo_charge:R:1
C 1.983 -0.038 0.402 -0.04 -0.65 -2.13 -0.652
C 0.643 -0.313 -0.317 -0.01 5.69 -1.07 0.128
C -0.562 0.535 0.347 0.38 -1.95 1.26 -0.518
C -1.664 0.811 -0.527 -0.36 -0.56 0.03 -0.171
C -2.760 0.622 -0.967 -0.38 0.37 -1.27 0.412
F -3.784 0.586 -1.743 -0.24 0.00 0.23 -0.263
O 0.174 -1.541 -0.504 -0.16 -3.02 -1.11 -0.572
Br -0.298 -2.428 1.004 0.11 -0.67 0.31 0.298
H 2.899 -0.388 -0.217 -1.57 0.38 1.49 0.228
H 1.991 1.020 0.530 0.42 1.06 -0.50 0.217
H 1.891 -0.320 1.409 0.53 -1.31 1.39 0.217
H 0.801 0.185 -1.409 -0.60 -1.49 2.13 0.206
H -0.244 1.420 0.843 0.57 0.75 0.42 0.224
H -1.070 -0.152 1.150 1.35 1.41 -1.16 0.246
```
Positions in Å, forces in eV/Å.

Properties
SMILES: C[C@H](CC#CF)OBr
LUMO: -0.0107 Ha
Total charge: 0
Energy relative to the best compared isomer or geometry (same formula, charge and spin): 105.1 kcal per mole
HOMO-LUMO gap: 9.2 eV

***

No. 2
The following is a DFT calculation (ωB97M-V/def2-TZVPD) of an isolated molecule of C5H6BrFO3.

Structure (XYZ):
```
16
Properties=species:S:1:pos:R:3:forces:R:3:nbo_charge:R:1
C -1.481 -0.271 -2.451 1.28 0.80 -1.24 0.679
C 0.752 0.316 -0.735 0.93 -1.37 -4.24 -0.376
C -0.375 -0.539 -0.316 0.50 -1.90 1.89 0.005
C -0.268 0.532 -2.850 3.96 0.86 2.45 0.255
C -0.893 0.007 1.044 -1.43 -1.27 -0.08 -0.069
O -2.270 -0.480 -3.324 -1.10 -0.62 0.61 -0.517
O -1.495 -0.670 -1.197 -1.44 0.22 -0.34 -0.468
O 0.136 0.284 1.934 0.82 -0.79 1.01 -0.709
F -0.406 1.871 -2.921 -0.85 -0.47 0.26 -0.335
Br 0.811 0.078 -4.414 -0.86 -0.34 1.00 0.073
H 0.602 1.316 -0.475 0.13 1.58 0.35 0.195
H 1.877 -0.029 -0.771 -2.70 0.50 0.03 0.246
H -0.134 -1.612 -0.177 0.55 0.59 0.03 0.195
H -1.712 -0.617 1.533 1.01 0.53 -0.89 0.178
H -1.298 0.952 0.836 -1.10 1.38 -0.57 0.170
H 0.095 -0.370 2.647 0.29 0.31 -0.26 0.478
```
Positions in Å, forces in eV/Å.

Properties
LUMO (spin up / spin down): -0.0119 / -0.0118 Ha
Total charge: 0
Energy relative to the best compared isomer or geometry (same formula, charge and spin): 89.7 kcal per mole
HOMO-LUMO gap (spin up / spin down): 8.6 / 8.6 eV

***

| no. | F_max (hartree/bohr) |
| --- | --- |
| 1 | 0.113 |
| 2 | 0.092 |